The following is a quantum chemistry calculation of a single C5H6O molecule, from OMol25.

Values from the calculation:
Energy relative to the best compared isomer or geometry (same formula, charge and spin): 446.7 kJ/mol
Frontier orbital gap: 10.11 eV
Highest occupied orbital energy: -0.3890 hartree
Multiplicity: 1
F_max: 0.62 eV/Å

Geometry (Å):
C  0.95205  0.86208  -0.56256
C  -0.03974  0.00698  0.19615
C  0.18557  -1.43581  0.35891
O  0.37355  -0.52559  1.43797
C  -2.26425  0.04846  -0.70394
C  -1.46464  0.52834  0.20196
H  0.90225  1.90704  -0.23789
H  0.71829  0.82990  -1.63313
H  1.96793  0.48526  -0.40463
H  1.10129  -1.87948  -0.03496
H  -0.66933  -2.10720  0.44935
H  -1.76297  1.28002  0.93276

Atoms 1-6, force components in eV/Å:
C 0.0 0.0 0.0
C 0.1 0.0 -0.3
C 0.0 -0.2 -0.2
O 0.0 0.1 0.2
C 0.3 0.2 0.5
C -0.3 -0.2 -0.4


The following is a quantum chemistry calculation of a molecular structure, C37H43Br2IrN3O4Sb2 in a non-equilibrium geometry, from OMol25.

Values from the calculation:
⟨S²⟩: 0.77
Energy relative to the best compared isomer or geometry (same formula, charge and spin): 188.0 kJ/mol
Frontier orbital gap (alpha / beta): 5.05 / 6.07 eV
Highest occupied orbital energy (alpha / beta): -0.4442 / -0.4835 hartree
Multiplicity: 2
Total charge: +2
F_max: 1.06 eV/Å

Geometry (Å):
Ir  0.76138  1.36668  1.53427
C  4.29728  -0.32652  1.65714
Sb  2.93411  0.23135  0.11160
C  4.12021  1.76652  -0.78426
C  3.38022  -1.26957  -1.45626
C  3.58167  -2.63305  -0.94662
C  4.80673  -3.04684  -0.42881
C  4.96890  -4.31970  0.08648
C  3.89824  -5.22775  0.11521
C  2.69124  -4.85688  -0.40307
C  2.50595  -3.57015  -0.97923
C  1.29045  -3.26880  -1.61378
Sb  -0.52376  -2.69432  0.35823
C  -2.15979  -3.69418  -0.56523
C  -0.31390  -3.74107  2.24214
H  5.32260  -0.32189  1.28416
H  4.05543  -1.31639  2.04529
H  4.19584  0.41112  2.45322
H  5.13686  1.38991  -0.90220
H  4.13154  2.64619  -0.14218
H  3.72002  2.03301  -1.76247
H  4.27553  -0.84876  -1.91506
H  2.54134  -1.19540  -2.13743
H  5.64748  -2.36461  -0.45698
H  5.93864  -4.62017  0.46422
H  4.03295  -6.21457  0.53770
H  1.86854  -5.56424  -0.42776
H  0.55292  -4.06564  -1.70485
H  1.20359  -2.47385  -2.34190
H  -2.23020  -4.71357  -0.18044
H  -2.03038  -3.70447  -1.64602
H  -3.04588  -3.12521  -0.29220
H  -0.13275  -4.79594  2.02491
H  -1.24888  -3.61789  2.78797
H  0.51780  -3.32095  2.80511
O  -1.00709  -0.67052  -1.02637
C  -1.17156  0.54428  -0.73229
O  -0.22224  1.27935  -0.28171
C  -2.50384  1.16524  -0.93060
C  -3.57476  0.37561  -1.34122
C  -4.82319  0.94707  -1.52386
C  -5.00180  2.30732  -1.30391
C  -3.93406  3.09602  -0.88810
C  -2.68631  2.52671  -0.70027
H  -3.42053  -0.68239  -1.50927
H  -5.65633  0.33769  -1.85100
H  -5.97222  2.75980  -1.46332
H  -4.07679  4.15660  -0.72234
H  -1.84511  3.12927  -0.38233
N  1.60786  1.43060  3.40698
C  1.53835  0.91666  4.44272
N  1.45864  0.34715  5.61084
C  1.71982  1.08009  6.87186
C  0.40186  1.57230  7.46418
C  -0.59941  0.41865  7.61162
C  -0.79010  -0.33766  6.29148
C  0.55111  -0.82330  5.75962
H  2.40989  1.89770  6.67360
H  2.20049  0.37501  7.55079
H  -0.01486  2.34949  6.81444
H  0.60251  2.02380  8.43672
H  -1.55951  0.80676  7.94938
H  -0.24141  -0.27531  8.37923
H  -1.24246  0.32467  5.54442
H  -1.46057  -1.18879  6.42679
H  0.45378  -1.32040  4.79718
H  1.02697  -1.50616  6.46502
Br  -4.77302  -1.64777  2.48403
C  -4.02761  0.07766  2.68380
C  -4.92195  1.05653  3.09267
C  -4.49357  2.35419  3.31496
C  -3.15895  2.68387  3.14448
C  -2.26822  1.71050  2.74600
C  -2.67083  0.39428  2.49372
C  -1.62737  -0.54354  1.98014
O  -2.00107  -1.55600  1.32297
O  -0.40294  -0.32986  2.22207
H  -5.96154  0.79319  3.22759
H  -5.20716  3.10414  3.63316
H  -2.81891  3.69846  3.31726
H  -1.22986  1.97617  2.59316
Br  1.04276  7.71802  -0.14224
C  1.28818  5.92277  0.31462
C  1.51830  5.56126  1.63320
C  1.61179  4.22111  1.94018
N  1.50227  3.25844  1.01385
C  1.33657  3.62110  -0.26956
C  1.22166  4.93836  -0.65985
H  1.61670  6.30812  2.40810
H  1.79133  3.89529  2.95525
H  1.27646  2.82303  -0.99385
H  1.07319  5.18815  -1.70069

Atoms 1-6, force components in eV/Å:
Ir 0.9 0.2 -0.4
C 0.1 -0.1 -0.2
Sb -0.2 0.1 0.6
C 0.0 -0.1 0.0
C 0.2 0.3 0.2
C -0.3 -0.1 -0.3


The following is a quantum chemistry calculation of 2 unconnected molecules or ions with the total composition C3H9FNO2P in a non-equilibrium geometry, from OMol25.

Values from the calculation:
Energy relative to the best compared isomer or geometry (same formula, charge and spin): 381.5 kJ/mol
Frontier orbital gap (alpha / beta): 7.50 / 9.35 eV
Highest occupied orbital energy (alpha / beta): -0.3090 / -0.3406 hartree
Multiplicity: 1
F_max: 1.60 eV/Å

Geometry (Å):
C  -1.84826  -0.31885  0.60902
C  0.55003  0.81171  -1.66180
C  -0.93172  0.85834  0.63184
N  -1.32589  -1.53695  1.16206
O  1.26556  -1.41689  -0.16938
O  2.53980  0.75919  0.12900
F  -1.50571  2.05507  0.48706
P  1.73333  -0.21221  -0.87218
H  -2.20897  -0.51601  -0.40466
H  -2.73119  -0.02226  1.20303
H  -0.16790  0.35216  -2.31700
H  0.78693  1.84710  -1.82515
H  -0.08259  0.89793  1.30204
H  -0.63036  -1.94271  0.54178
H  2.69081  0.26216  0.93708
H  -0.86739  -1.36725  2.05086
H  2.73352  -0.51054  -1.80360

Atoms 1-6, force components in eV/Å:
C -0.4 0.1 0.0
C -0.4 -0.3 1.5
C 0.8 0.2 -1.2
N 0.2 -0.3 0.1
O -0.3 -0.6 0.0
O -0.2 0.3 -0.2


The following is a quantum chemistry calculation of a molecular structure, C18H8Cl5I2MgN2O2S in a non-equilibrium geometry, from OMol25.

Values from the calculation:
Frontier orbital gap: 7.88 eV
Highest occupied orbital energy: -0.2121 hartree
Multiplicity: 1
Total charge: -1
F_max: 1.16 eV/Å

Geometry (Å):
Mg  0.66253  0.12087  -1.06731
Cl  0.64094  -1.56221  2.41336
C  2.06274  -1.52101  1.42426
C  2.02331  -0.76990  0.25944
C  3.16614  -0.83842  -0.52545
Cl  3.09331  -0.02084  -2.02831
C  4.30774  -1.55123  -0.17939
Cl  5.68514  -1.56618  -1.21620
C  4.31061  -2.26733  1.01299
Cl  5.71748  -3.14218  1.48495
C  3.17288  -2.26589  1.81641
Cl  3.16476  -3.19429  3.26881
I  3.12073  2.98634  -0.10744
C  2.53958  4.10810  -1.83370
I  2.46990  3.10114  -3.71377
H  3.26638  4.90418  -1.93912
H  1.54489  4.49236  -1.64508
O  -0.75899  -3.00744  -2.76950
C  -0.56428  -1.92206  -2.23696
O  0.38476  -1.11018  -2.45808
C  -1.57626  -1.45939  -1.18849
C  -2.86669  -2.02459  -1.16620
C  -3.75541  -1.58481  -0.23057
C  -3.36514  -0.57823  0.68217
C  -4.24291  -0.04788  1.65083
C  -3.81306  0.92438  2.50976
C  -2.48826  1.39462  2.44145
C  -1.61290  0.90315  1.51427
C  -2.03767  -0.08322  0.60020
N  -1.18045  -0.53902  -0.34413
H  -3.09628  -2.78615  -1.89636
H  -4.75909  -1.98853  -0.18059
H  -5.25717  -0.42420  1.70115
H  -4.48599  1.33316  3.25185
H  -2.16203  2.15651  3.13603
H  -0.59415  1.26028  1.44781
S  -1.99160  3.82564  -1.31775
C  -0.81174  2.75181  -1.29604
N  0.08627  1.99261  -1.27532

Atoms 1-6, force components in eV/Å:
Mg 0.1 0.7 0.5
Cl -0.3 0.0 0.3
C 0.2 0.1 -0.3
C 0.6 -0.3 0.3
C 0.1 -0.6 0.9
Cl 0.6 0.4 -0.9


The following is a quantum chemistry calculation of a single C2H3NO3 molecule in a non-equilibrium geometry, from OMol25.

Values from the calculation:
Energy relative to the best compared isomer or geometry (same formula, charge and spin): 331.5 kJ/mol
Frontier orbital gap: 10.79 eV
Highest occupied orbital energy: -0.3796 hartree
Multiplicity: 1
Structure (SMILES): O=CO/N=C/O
F_max: 3.15 eV/Å

Geometry (Å):
O  2.43901  0.70332  0.88255
C  2.40618  0.37381  -0.28344
O  1.21647  0.18851  -0.95028
N  0.23494  1.07928  -0.45324
C  -0.82058  0.51544  -0.07304
O  -1.92864  1.21668  0.16942
H  3.25120  0.08051  -0.86958
H  -1.03683  -0.50255  0.07689
H  -2.28375  0.74805  0.95564

Atoms 1-6, force components in eV/Å:
O 0.4 -0.1 -1.8
C -1.7 0.0 2.6
O 0.7 0.1 0.1
N -0.1 0.7 -0.3
C 0.4 0.0 -0.5
O -0.4 0.5 1.4


The following is a quantum chemistry calculation of a molecular structure, C2H2LiO2Yb in a non-equilibrium geometry, from OMol25.

Values from the calculation:
⟨S²⟩: 0.77
Energy relative to the best compared isomer or geometry (same formula, charge and spin): 47.4 kJ/mol
Frontier orbital gap (alpha / beta): 7.99 / 6.13 eV
Highest occupied orbital energy (alpha / beta): -0.6277 / -0.6276 hartree
Multiplicity: 2
Total charge: +2
F_max: 2.86 eV/Å

Geometry (Å):
O  -1.73019  0.10718  0.50730
C  -2.36246  0.88739  -0.13769
C  -2.41731  1.81622  -1.07609
O  1.61194  0.55078  -0.44513
Li  2.94561  0.91423  -1.45322
Yb  0.53378  -0.73615  0.84550
H  -2.56786  2.85187  -0.76035
H  -2.87661  1.54717  -2.03085

Atoms 1-6, force components in eV/Å:
O -0.3 -0.7 0.8
C 2.4 0.8 -1.4
C -1.8 -0.1 0.6
O -0.6 -0.7 0.9
Li 0.8 0.5 -0.8
Yb -0.8 0.5 -0.2


The following is a quantum chemistry calculation of a molecular structure, C10H19BF10KN3O, from OMol25.

Values from the calculation:
Energy relative to the best compared isomer or geometry (same formula, charge and spin): 160.3 kJ/mol
Frontier orbital gap: 8.03 eV
Highest occupied orbital energy: -0.3229 hartree
Multiplicity: 1
F_max: 0.74 eV/Å

Geometry (Å):
K  -2.35488  -0.36395  1.02112
N  2.81664  0.80904  -0.87041
C  1.75121  -0.26454  -0.97929
C  2.04012  -1.17673  -2.15607
C  0.88589  -2.19479  -2.25515
N  0.87430  -3.00041  -1.02982
C  -0.45067  -1.47643  -2.55997
C  -0.42201  0.03589  -2.31325
N  -1.78249  0.52425  -2.10251
C  0.38680  0.41497  -1.07467
H  3.73760  0.39715  -0.72471
H  2.59353  1.41197  -0.07188
H  2.81983  1.37214  -1.71966
H  1.83642  -0.83403  -0.05609
H  2.97470  -1.72106  -2.00392
H  2.11450  -0.59682  -3.08280
H  1.12182  -2.86886  -3.07796
H  0.46425  -3.90774  -1.21487
H  0.25271  -2.57910  -0.34293
H  -1.24024  -1.91081  -1.94135
H  -0.73196  -1.64450  -3.60210
H  0.04571  0.51150  -3.19133
H  -2.38642  0.26011  -2.87200
H  -1.79830  1.53454  -2.02290
H  -0.19511  0.22515  -0.17776
H  0.50927  1.50366  -1.05979
F  -2.16393  -2.61659  0.22419
B  -3.57843  -2.84778  0.01055
F  -3.81698  -2.80599  -1.36080
F  -4.25652  -1.76994  0.65703
F  -3.92224  -4.05167  0.59061
C  -0.79976  3.25716  2.94050
C  -0.13624  1.90529  2.60860
O  -0.74950  1.20568  1.65530
C  -0.08120  1.08715  3.93669
F  -1.33278  0.85389  4.37095
F  0.57841  1.71172  4.93740
F  0.50448  -0.11398  3.76611
C  1.33294  2.19547  2.17777
F  2.04347  1.04819  1.90375
F  1.35939  2.88878  0.99762
F  2.08307  2.90143  3.03940
H  -1.83576  3.04265  3.19450
H  -0.78379  3.89126  2.05643
H  -0.30785  3.75670  3.77547

Atoms 1-6, force components in eV/Å:
K -0.3 0.5 0.1
N -0.1 -0.1 0.1
C -0.1 -0.1 -0.1
C -0.1 -0.1 0.1
C 0.0 0.1 0.0
N 0.0 0.2 0.0


The following is a quantum chemistry calculation of a molecular structure, C3H7NO in a non-equilibrium geometry, from OMol25.

Values from the calculation:
Energy relative to the best compared isomer or geometry (same formula, charge and spin): 305.0 kJ/mol
Frontier orbital gap: 9.88 eV
Highest occupied orbital energy: -0.3348 hartree
Multiplicity: 1
F_max: 5.02 eV/Å

Geometry (Å):
O  -0.38953  0.98691  -2.04570
C  0.14196  0.00669  -1.37335
C  0.14004  0.12650  0.12413
C  0.20874  -1.08399  1.01536
N  -0.77601  1.15646  0.54698
H  0.49855  -0.86230  -1.94858
H  1.18372  0.39565  -0.58906
H  0.93429  -1.79736  0.51243
H  0.38684  -0.72306  2.03254
H  -0.77770  -1.54877  0.90055
H  -1.16975  1.51222  -0.35867
H  -0.38116  1.83104  1.18338

Atoms 1-6, force components in eV/Å:
O 1.6 -2.9 1.5
C -3.9 2.8 -1.5
C -1.0 0.2 -2.3
C 0.8 -0.2 -1.8
N 1.1 -1.1 -1.6
H 0.3 0.0 0.7


Which value of F_max does entry 4 give?
1.16 eV/Å